# C52H140N6O20

A cluster of 15 separate species, C52H140N6O20 in total in a non-equilibrium geometry (ωB97M-V with the def2-TZVPD basis set, the OMol25 dataset).

Calculated values
E	-3898.19749	Eh
HOMO level	-0.3180	Ha
LUMO level	0.67	eV

Each line ends with the Mulliken charge.
Positions of all 218 atoms, in Å:
C  2.2499  3.6271  7.9749  -1.847
C  2.0327  3.2468  6.5709  1.604
C  0.5792  3.0924  6.2500  -0.381
O  -0.1297  2.1040  7.0004  -0.525
C  -0.0800  0.8828  6.4108  0.132
N  2.5314  4.3952  5.7082  -0.648
H  1.8500  2.9188  8.7152  0.297
H  1.8047  4.5815  8.1386  0.390
H  3.3347  3.6618  8.0568  0.453
H  2.5547  2.2484  6.3818  -0.359
H  0.4124  2.8513  5.2011  -0.322
H  0.1587  4.0699  6.5487  0.463
H  0.9227  0.4351  6.5345  0.181
H  -0.4103  0.9428  5.3568  -0.204
H  -0.7434  0.3031  7.0209  0.314
H  3.5040  4.6054  5.9581  0.259
H  2.4019  4.2429  4.7287  0.273
C  6.0262  -3.9058  -0.8596  -1.225
C  4.6005  -4.1596  -0.3719  -0.191
O  3.8008  -2.9982  -0.5606  0.268
H  6.4131  -2.9748  -0.4491  0.202
H  6.0751  -3.9179  -1.9700  0.332
H  6.7134  -4.6690  -0.4485  0.369
H  4.6634  -4.3426  0.7063  0.260
H  4.0987  -5.0111  -0.8934  0.297
H  3.9805  -2.2520  0.0723  -0.240
C  -3.7535  3.0244  1.9312  -1.126
C  -3.1350  2.1089  3.0768  1.425
O  -3.9972  1.9247  4.1759  -0.545
H  -4.7953  2.7113  1.7710  0.434
H  -3.2110  2.7240  1.0366  -0.143
H  -3.7300  4.0966  2.0762  0.659
H  -2.1366  2.5549  3.3181  -0.303
H  -2.9032  1.1343  2.6078  -0.928
H  -4.0332  2.7655  4.5850  0.389
C  -4.1359  4.9709  -0.6784  -1.479
C  -3.6016  4.6225  -2.0707  0.638
O  -4.5793  4.4055  -3.0174  -0.500
H  -4.6897  4.1473  -0.3261  0.512
H  -4.7739  5.8482  -0.6374  0.478
H  -3.2671  5.1620  -0.0296  0.201
H  -2.9851  3.7018  -2.0048  -0.349
H  -3.0369  5.4659  -2.4168  0.233
H  -5.3965  4.8403  -2.7906  0.295
C  -1.2510  -4.0099  -3.3789  -0.857
C  -2.5057  -3.2896  -2.8762  0.480
O  -2.8210  -2.2683  -3.7608  -0.796
H  -0.8909  -4.6438  -2.5710  0.165
H  -0.4487  -3.3215  -3.6145  -0.098
H  -1.5047  -4.6494  -4.2707  0.425
H  -2.3014  -2.8995  -1.8764  -0.487
H  -3.3984  -3.9148  -2.7773  0.436
H  -3.3670  -1.6625  -3.1969  0.119
C  0.6396  -0.7719  -5.8111  0.571
C  -0.7592  -0.8542  -6.3173  -1.036
O  -1.7717  -0.4240  -5.4246  -0.027
H  1.2848  -1.3280  -6.4607  0.671
H  0.7034  -1.3183  -4.8858  -0.637
H  0.9915  0.2409  -5.6509  -0.166
H  -0.9082  -1.9365  -6.4748  0.377
H  -0.9929  -0.3921  -7.3311  0.286
H  -2.0722  -1.1897  -4.8720  0.263
C  -3.0549  -1.6474  4.4326  0.204
C  -2.3439  -2.4683  5.5098  -1.140
O  -1.0585  -2.9313  5.1892  -0.497
H  -2.5865  -0.6749  4.2749  -0.211
H  -4.0773  -1.5457  4.8304  0.533
H  -3.1544  -2.2876  3.5855  -0.035
H  -2.9578  -3.2995  5.8462  0.439
H  -2.1396  -1.9787  6.4284  0.399
H  -1.0311  -3.7105  4.6465  0.279
C  6.2190  2.8233  6.4630  -1.474
C  5.4911  2.5904  5.1657  1.010
O  6.1344  1.4618  4.5736  -0.616
H  7.2701  2.9606  6.3007  0.399
H  6.0599  2.0395  7.2122  0.351
H  5.8054  3.6781  7.0021  0.358
H  5.5845  3.5087  4.5891  0.186
H  4.4397  2.3702  5.2504  -0.532
H  5.4943  1.1648  3.9244  0.261
C  -0.2322  4.1275  1.8405  -0.750
C  -0.0336  3.4419  0.5125  0.313
O  -0.8359  2.2633  0.6088  1.859
H  -0.0182  3.3932  2.6030  -0.258
H  -1.2672  4.5075  1.9836  0.099
H  0.4313  4.9890  1.9629  0.490
H  0.9892  3.1820  0.2655  0.228
H  -0.4263  4.1300  -0.2988  -0.098
H  -0.6178  1.7477  -0.1407  -1.022
C  3.2453  -2.8939  -5.3323  -1.875
C  3.1071  -2.2209  -3.9939  1.182
O  2.2952  -3.0744  -3.1944  -0.298
H  2.3061  -3.2153  -5.7771  0.397
H  3.7988  -3.8103  -5.3397  0.398
H  3.6593  -2.2133  -6.0627  0.436
H  2.5940  -1.2242  -4.0727  -0.517
H  4.0540  -2.0290  -3.5201  0.291
H  2.5213  -2.8644  -2.2906  -0.232
C  4.1639  2.4803  -2.2777  -0.327
O  4.6806  2.1155  -0.9913  -0.515
C  4.0928  0.9243  -0.5239  0.930
C  4.9633  0.3428  0.5873  -1.424
N  4.3161  -0.7788  1.2598  1.894
C  5.2094  -1.3880  2.2238  -0.682
C  4.4902  -2.2443  3.1691  -0.764
O  3.7936  -1.4504  4.0613  -0.138
C  2.8997  -2.2531  4.8665  -0.658
H  3.2008  2.9630  -2.3496  0.247
H  3.9876  1.5034  -2.7520  0.132
H  4.9504  3.0434  -2.7889  0.297
H  4.1046  0.1921  -1.3379  -0.236
H  3.0487  1.0445  -0.2081  -0.132
H  5.2791  1.1417  1.3068  0.236
H  5.8774  -0.0336  0.1302  0.504
H  3.4547  -0.5023  1.7395  -1.042
H  5.7372  -0.5553  2.7549  0.443
H  5.9421  -1.9629  1.7089  0.445
H  5.2885  -2.7954  3.7285  0.301
H  3.8398  -2.9976  2.6999  0.287
H  3.5250  -2.9844  5.3813  0.502
H  2.1180  -2.6890  4.2407  0.210
H  2.5064  -1.5365  5.5808  -0.008
C  2.2375  1.1495  3.5246  -0.607
O  1.7282  0.2891  2.5243  0.393
C  0.5305  -0.2743  2.9952  0.492
C  0.0580  -1.4091  2.0821  -1.100
N  -0.3447  -1.0201  0.6551  2.168
C  0.8447  -0.8279  -0.1418  -0.518
C  0.6209  -0.4493  -1.6272  0.366
O  0.0397  0.8003  -1.6153  0.987
C  -0.2822  1.2341  -2.9231  0.673
H  1.4627  1.8677  3.6607  -0.082
H  3.2096  1.5050  3.1707  -0.021
H  2.4383  0.4894  4.4042  0.011
H  -0.2215  0.5287  3.0176  -0.352
H  0.6352  -0.7073  4.0052  0.336
H  -0.7906  -1.8810  2.5933  -0.594
H  0.7610  -2.2184  1.9204  0.500
H  -0.9524  -0.1932  0.6256  -0.966
H  1.4117  -1.7373  0.0218  0.135
H  1.5609  -0.0353  0.1498  -1.200
H  -0.0730  -1.1598  -2.1611  -0.590
H  1.5610  -0.4815  -2.1815  -0.060
H  -0.8462  2.1491  -2.8143  0.334
H  -0.9382  0.5185  -3.4462  -0.597
H  0.5835  1.4573  -3.5617  -0.833
C  -5.6213  -1.1878  1.9592  -0.413
O  -5.1167  -0.4498  0.8049  -0.585
C  -3.7502  -0.8132  0.4690  1.368
C  -3.3971  -0.0679  -0.8022  -0.097
N  -4.1828  -0.4034  -1.9692  -0.352
C  -4.1192  0.6914  -3.0286  1.091
C  -5.0423  0.4200  -4.1784  -1.081
O  -6.3095  0.2739  -3.6643  -0.313
C  -7.2702  -0.0883  -4.5938  -0.819
H  -5.1411  -0.8375  2.8741  0.019
H  -5.5182  -2.2488  1.8681  0.074
H  -6.6840  -0.9531  2.0960  0.350
H  -3.6977  -1.8846  0.3079  -0.047
H  -3.1463  -0.5152  1.2868  -0.800
H  -2.3794  -0.2632  -1.0773  -0.417
H  -3.5564  0.9893  -0.4977  0.286
H  -5.1763  -0.4329  -1.6600  0.383
H  -3.0941  0.6839  -3.4096  -0.827
H  -4.3635  1.6691  -2.5939  0.560
H  -4.7722  -0.5387  -4.6909  0.355
H  -4.9954  1.2581  -4.8747  0.531
H  -8.2174  0.1544  -4.0799  0.235
H  -7.1666  -1.1171  -4.9276  0.296
H  -7.1103  0.5416  -5.4768  0.321
C  -2.3464  3.2073  -5.5307  -0.612
O  -1.1606  3.5873  -4.8726  0.278
C  -0.9718  4.9785  -4.8229  -0.626
C  0.2721  5.2305  -3.8745  -0.510
N  1.3790  4.3748  -4.2379  0.211
C  1.9952  4.6641  -5.5355  -0.622
C  3.2296  3.8315  -5.6542  -0.659
O  2.8895  2.4797  -5.6139  -0.115
C  3.9407  1.6129  -5.8363  -0.503
H  -2.3584  3.6865  -6.5173  0.412
H  -3.2235  3.4425  -4.9216  0.169
H  -2.3590  2.1134  -5.7116  -0.107
H  -1.8959  5.4775  -4.4959  0.456
H  -0.8203  5.2252  -5.8981  0.420
H  0.0016  5.0008  -2.8469  -0.229
H  0.6098  6.2751  -3.9137  0.479
H  1.0766  3.4231  -4.1945  -0.235
H  2.2727  5.7131  -5.4873  0.435
H  1.3781  4.4623  -6.4222  0.242
H  3.9235  4.0551  -4.8378  0.278
H  3.7803  4.0645  -6.5871  0.443
H  3.7498  0.7530  -5.2439  -0.177
H  4.8789  2.0845  -5.5286  0.463
H  4.0148  1.3209  -6.8864  0.278
C  1.0737  -5.8544  -0.8355  -0.369
O  -0.1183  -5.8680  -0.1456  -0.521
C  -0.3587  -4.6486  0.5428  0.110
C  -1.7777  -4.5612  1.0152  -0.039
N  -1.9344  -5.5060  2.1120  -0.252
C  -3.3120  -5.8702  2.4978  -0.843
C  -4.3400  -6.1171  1.3944  -0.617
O  -4.6348  -4.8435  0.8118  0.117
C  -5.7135  -4.9436  -0.1875  -0.890
H  1.2959  -6.8725  -1.1284  0.309
H  1.8308  -5.5901  -0.0685  0.254
H  0.9962  -5.1540  -1.6423  -0.032
H  -0.3212  -3.8323  -0.1738  -0.014
H  0.3598  -4.5642  1.3865  0.314
H  -2.4742  -4.7250  0.2153  0.211
H  -1.8993  -3.5677  1.3910  -0.369
H  -1.3898  -6.3330  1.7862  0.387
H  -3.7195  -5.0878  3.1219  0.122
H  -3.1997  -6.7635  3.1394  0.515
H  -5.2293  -6.5750  1.8764  0.491
H  -3.9944  -6.8110  0.5899  0.343
H  -5.2814  -5.5209  -1.0117  0.312
H  -5.9023  -3.9231  -0.5565  0.158
H  -6.5646  -5.4296  0.2949  0.347